1.
Molecular formula: C17H26AsBCl2N9ORb
Method: DFT, ωB97M-V/def2-TZVPD

Each line ends with the natural charge from an NBO analysis.
Cartesian coordinates (Å):
Rb  -0.92  1.35  0.03  0.911
C  4.02  0.23  0.97  -0.361
C  3.06  0.96  0.26  -0.066
N  1.93  1.08  0.96  -0.323
N  2.16  0.45  2.13  -0.340
C  3.41  -0.05  2.17  -0.041
B  1.13  0.30  3.28  0.569
N  0.41  1.62  3.60  -0.338
C  0.68  2.38  4.69  -0.021
C  -0.15  3.48  4.67  -0.370
C  -0.91  3.31  3.50  -0.063
N  -0.57  2.19  2.86  -0.321
N  0.14  -0.86  2.98  -0.333
C  -0.21  -1.81  3.86  -0.025
C  -1.10  -2.67  3.25  -0.365
C  -1.23  -2.15  1.95  -0.058
N  -0.49  -1.06  1.80  -0.344
H  5.02  -0.03  0.66  0.224
H  3.12  1.39  -0.73  0.200
H  3.77  -0.56  3.05  0.219
H  1.74  -0.02  4.26  -0.058
H  1.43  2.07  5.39  0.216
H  -0.20  4.28  5.38  0.222
H  -1.68  3.94  3.09  0.195
H  0.20  -1.81  4.86  0.219
H  -1.57  -3.54  3.67  0.225
H  -1.81  -2.52  1.12  0.196
Cl  0.46  3.53  -1.88  -0.021
C  -0.58  4.86  -1.34  -0.393
Cl  -1.88  4.46  -0.21  -0.006
H  -1.05  5.28  -2.22  0.225
H  0.06  5.58  -0.85  0.229
C  -2.65  -1.67  -2.58  -1.008
As  -2.73  0.14  -3.25  1.985
C  -1.22  0.27  -4.45  -1.012
C  -4.29  0.26  -4.38  -0.999
O  -2.69  1.25  -2.06  -1.188
H  -2.70  -2.37  -3.42  0.237
H  -3.45  -1.88  -1.89  0.248
H  -1.69  -1.79  -2.08  0.259
H  -1.35  -0.44  -5.28  0.233
H  -0.33  0.03  -3.88  0.268
H  -1.14  1.28  -4.85  0.246
H  -4.23  -0.50  -5.16  0.236
H  -4.31  1.25  -4.83  0.247
H  -5.20  0.13  -3.80  0.249
N  1.92  -3.17  0.78  -0.783
C  1.76  -2.85  -0.54  0.362
C  1.16  -1.62  -0.89  -0.043
N  0.91  -1.31  -2.15  -0.419
C  1.27  -2.21  -3.08  -0.100
C  1.88  -3.39  -2.73  0.011
N  2.13  -3.73  -1.46  -0.452
H  1.87  -2.42  1.46  0.407
H  2.56  -3.92  0.98  0.397
H  0.89  -0.93  -0.10  0.229
H  1.08  -1.96  -4.12  0.190
H  2.19  -4.10  -3.49  0.195

Properties
M, u: 614.57
Energy, a.u.: -4436.63621
Total charge: 0
ΔE to the lowest compared entry with this formula, charge and spin, kJ/mol: 0.0
Frontier orbital gap, eV: 8.41
LUMO level, Eh: 0.0030

2.
Molecular formula: C34H47AuN2O2
Method: DFT, ωB97M-V/def2-TZVPD

Each line ends with the Löwdin charge.
Cartesian coordinates (Å):
Au  -1.58  -0.97  0.04  0.948
C  -0.53  -5.31  1.89  -0.046
C  0.78  -4.68  1.39  -0.563
C  1.92  -5.03  2.36  -0.046
C  1.10  -5.27  0.02  -0.069
C  0.62  -3.16  1.33  -0.206
C  0.78  -2.44  0.19  -0.028
C  0.57  -1.01  0.15  -0.370
N  1.28  -0.36  -0.88  0.171
C  1.21  0.88  -1.20  -0.172
C  2.35  1.37  -1.98  0.029
C  2.54  2.67  -2.23  -0.149
C  1.55  3.62  -1.75  0.054
C  0.38  3.28  -1.17  -0.078
C  0.07  1.85  -1.00  -0.277
O  -1.07  1.45  -0.81  -0.005
C  -0.64  4.30  -0.68  -0.536
C  -1.92  4.23  -1.52  -0.042
C  -0.10  5.73  -0.79  -0.070
C  -0.95  4.03  0.80  -0.037
C  3.80  3.14  -2.96  -0.559
C  3.85  4.66  -3.16  -0.070
C  5.05  2.73  -2.16  -0.047
C  3.85  2.48  -4.35  -0.049
C  0.33  -0.25  1.41  -0.410
O  0.33  0.99  1.44  -0.018
C  0.12  -1.10  2.60  -0.101
C  0.27  -2.45  2.51  0.006
C  -0.24  -0.40  3.91  -0.539
C  -1.55  0.39  3.72  -0.046
C  0.89  0.55  4.33  -0.040
C  -0.46  -1.39  5.05  -0.073
H  -0.45  -6.40  1.90  0.083
H  -1.36  -5.03  1.23  0.080
H  -0.78  -4.98  2.90  0.077
H  2.03  -6.12  2.42  0.084
H  1.73  -4.66  3.36  0.077
H  2.86  -4.61  2.01  0.091
H  1.17  -6.36  0.10  0.084
H  2.06  -4.91  -0.36  0.087
H  0.33  -5.03  -0.71  0.080
H  1.10  -2.89  -0.74  0.106
H  3.06  0.61  -2.25  0.117
H  1.76  4.67  -1.89  0.085
H  -1.70  4.41  -2.57  0.089
H  -2.62  5.00  -1.18  0.083
H  -2.40  3.26  -1.42  0.068
H  0.10  6.02  -1.82  0.084
H  0.82  5.86  -0.21  0.090
H  -0.84  6.43  -0.39  0.085
H  -1.32  3.02  0.96  0.065
H  -1.70  4.75  1.15  0.085
H  -0.05  4.16  1.41  0.095
H  3.86  5.19  -2.20  0.086
H  3.00  5.02  -3.75  0.088
H  4.76  4.92  -3.69  0.085
H  5.03  3.18  -1.17  0.091
H  5.95  3.05  -2.68  0.084
H  5.09  1.64  -2.03  0.078
H  2.97  2.76  -4.94  0.090
H  3.87  1.39  -4.27  0.078
H  4.74  2.80  -4.89  0.084
H  0.13  -3.04  3.41  0.092
H  -1.44  1.14  2.95  0.068
H  -1.82  0.88  4.66  0.084
H  -2.36  -0.29  3.45  0.077
H  1.05  1.32  3.57  0.072
H  1.82  0.00  4.48  0.089
H  0.64  1.04  5.28  0.082
H  -1.29  -2.07  4.85  0.085
H  -0.68  -0.84  5.97  0.084
H  0.44  -1.99  5.25  0.084
N  -3.69  -1.08  -0.30  -0.031
C  -4.19  -2.10  -1.21  -0.302
C  -5.40  -1.90  -1.87  -0.039
C  -5.89  -2.87  -2.73  -0.080
C  -5.17  -4.04  -2.94  -0.085
C  -3.96  -4.23  -2.28  -0.071
C  -3.47  -3.26  -1.42  -0.048
H  -3.99  -0.17  -0.62  0.099
H  -4.13  -1.21  0.61  0.105
H  -5.96  -0.99  -1.70  0.114
H  -6.82  -2.71  -3.25  0.106
H  -5.55  -4.79  -3.61  0.105
H  -3.40  -5.14  -2.44  0.107
H  -2.52  -3.39  -0.91  0.079

Properties
M, u: 712.73
Energy, a.u.: -1719.42681
Total charge: 0
Frontier orbital gap, eV: 6.49
LUMO level, Eh: -0.0195

3.
Molecular formula: C3H10N2O2
Method: DFT, ωB97M-V/def2-TZVPD

Each line ends with the natural charge from an NBO analysis.
Cartesian coordinates (Å):
C  1.33  -0.85  0.15  0.209
N  1.58  0.40  0.81  -0.846
C  -0.19  -1.04  -0.06  -0.026
O  1.99  -0.95  -1.09  -0.741
N  -0.58  -1.84  -1.03  -0.719
H  1.37  -1.38  -1.70  0.494
H  1.68  -1.65  0.81  0.171
H  1.42  1.17  0.16  0.368
H  2.53  0.46  1.13  0.369
H  -1.22  -2.56  -0.69  0.351
H  -0.67  -1.04  0.95  0.173
C  -1.53  1.44  0.44  -0.093
O  -1.38  2.50  -0.41  -0.687
H  -1.96  2.40  -1.18  0.479
H  -1.02  1.63  1.37  0.196
H  -2.54  1.05  0.55  0.167
H  -0.81  0.27  -0.20  0.135

Properties
M, u: 106.12
Energy, a.u.: -380.16003
Total charge: 0
ΔE to the lowest compared entry with this formula, charge and spin, kJ/mol: 463.7
Frontier orbital gap (spin up / spin down), eV: 8.64 / 8.64
LUMO level (spin up / spin down), Eh: -0.0015 / -0.0015

4.
Molecular formula: C4H8NS2
Method: DFT, ωB97M-V/def2-TZVPD

Each line ends with the natural charge from an NBO analysis.
Cartesian coordinates (Å):
C  0.16  0.15  -0.27  -0.398
C  -1.06  -0.02  0.29  0.057
C  -0.98  0.08  2.08  -0.312
C  -2.42  -0.40  -0.22  -0.648
N  2.76  0.25  -1.11  -1.001
S  1.58  0.36  0.72  0.356
S  0.46  0.48  2.57  0.510
H  0.49  0.21  -1.25  0.259
H  -1.84  -0.15  2.57  0.244
H  -2.61  -1.34  0.02  0.234
H  -2.44  -0.37  -1.39  0.245
H  -3.16  0.35  0.16  0.248
H  3.07  -0.66  -0.84  0.400
H  3.54  0.86  -1.22  0.410
H  2.44  0.21  -2.08  0.397

Properties
M, u: 134.25
Energy, a.u.: -1007.99710
Total charge: +1
ΔE to the lowest compared entry with this formula, charge and spin, kJ/mol: 196.0
Frontier orbital gap, eV: 8.46
LUMO level, Eh: -0.1828